79
Properties=species:S:1:pos:R:3:forces:R:3:mulliken_spin:R:1 method="wB97M-V/def2-TZVPD" homo_lumo_gap_ev="7.4574 / 4.9570" e_lumo_ev="-6.491 / -8.707" multiplicity=5 charge=+2 e_tot_ev=-70583.5846 homo_ha="-0.513 / -0.502"
Te 1.2510 -0.5455 5.0319 0.401 -0.354 1.270 -0.0014
Pd -0.5460 -0.5892 -2.3019 -1.032 -1.172 3.131 0.5422
P 1.7088 1.5109 1.6605 2.376 1.558 1.463 0.4388
P 1.1908 -2.2587 0.9915 0.009 -0.294 -0.783 0.1252
F 1.5657 -0.7514 6.8951 -0.304 0.242 -1.784 -0.0004
F 0.8934 1.3011 5.4222 0.183 -1.179 -0.060 -0.0015
F -0.5916 -0.9238 5.3697 1.027 0.192 -0.129 0.0037
F 1.5939 -2.4232 4.8967 -0.254 1.431 0.144 0.0058
F 3.1231 -0.1629 4.8374 -1.282 -0.235 0.291 -0.0011
O 0.9463 -0.3392 3.2317 0.161 0.281 0.118 0.1944
C -0.2904 1.5873 -4.2343 -0.283 0.696 -0.450 0.0201
C -1.2472 -0.8342 -4.2131 1.100 -1.230 -1.338 0.0816
C -0.0169 -3.2537 0.0036 -0.293 0.009 0.090 -0.0125
C -2.2068 3.2231 0.4499 0.384 0.127 -0.071 0.0091
C 2.0184 -0.1448 -3.8001 0.631 -0.442 0.435 0.0059
C -2.7928 0.8701 -0.4331 0.076 -0.044 0.453 0.2627
C 1.7797 -3.5432 2.1647 -0.149 0.306 0.078 0.0093
C -3.2185 1.2775 -1.7848 -0.078 0.027 -0.617 0.0209
C -1.7488 1.5146 3.0918 0.029 0.240 0.039 0.1040
C 1.2516 0.4004 -2.6081 0.133 1.775 -0.848 0.0639
C -2.8255 -0.4463 0.1155 -0.118 0.465 -0.362 0.3859
C 0.1510 1.2765 -2.8328 1.699 0.142 0.298 0.0561
C -3.3331 -1.6431 -0.5865 0.013 -0.537 0.022 0.0025
C -2.4338 -0.3610 1.4756 -0.168 -0.487 0.456 0.3106
C -2.3750 -1.4619 2.4582 0.116 -0.265 -0.037 0.0202
C 1.7687 2.8450 2.9617 -1.002 -0.622 0.245 0.0473
C -1.1473 0.4884 -4.9408 -0.802 0.376 -0.093 0.0121
C -2.3787 1.7637 0.5970 -0.223 -0.026 -0.324 0.3386
C -0.0699 -1.6250 -4.0167 -1.014 0.112 -1.867 0.0689
C 3.4928 1.0540 1.8251 -0.529 -0.969 -0.196 0.0513
C 2.5292 -2.3467 -0.2774 0.252 0.274 0.173 0.0183
C -2.1896 1.0051 1.7802 0.368 0.224 0.593 0.3691
C 1.2414 -1.1893 -4.6446 0.396 -0.328 0.202 0.0164
C 1.8436 2.7025 0.2568 -0.841 -0.485 -0.827 0.1280
H 0.8853 3.4891 2.8653 0.234 -0.037 0.126 -0.0039
H 0.4513 -4.1816 -0.3544 -0.185 0.188 0.035 0.0049
H -0.7664 0.3327 -5.9658 -0.195 -0.038 0.390 0.0030
H -0.8763 2.5225 -4.2108 0.220 -0.404 -0.068 -0.0017
H 2.9301 -0.6253 -3.4176 -0.264 0.148 -0.077 0.0021
H 2.6840 3.4362 2.8135 -0.329 -0.265 -0.100 0.0098
H 3.3224 -1.6412 0.0034 -0.017 -0.272 -0.225 0.0009
H 2.9406 -3.3658 -0.3106 -0.051 0.307 -0.127 0.0020
H -1.8667 3.4491 -0.5663 -0.109 0.137 0.120 0.0046
H 3.5948 0.4195 2.7160 0.104 0.198 -0.310 -0.0056
H -2.4258 1.2259 3.9125 0.151 0.004 -0.273 0.0280
H 0.8912 3.2504 0.1775 0.395 -0.003 -0.055 -0.0140
H -4.1886 1.7993 -1.7605 0.211 -0.112 0.047 0.0334
H 2.1492 -4.4259 1.6158 -0.158 0.335 0.231 0.0043
H -4.4223 -1.5581 -0.7226 0.223 -0.033 -0.084 0.0258
H 2.0161 2.1685 -0.6879 0.067 0.377 0.228 -0.0141
H -3.1392 -2.5597 -0.0202 -0.083 0.212 -0.138 -0.0049
H -0.8971 -3.5031 0.6102 0.179 -0.025 -0.224 -0.0033
H -2.8781 -1.7749 -1.5809 -0.219 0.083 0.103 0.0171
H -1.4810 -1.3692 3.0908 -0.212 0.046 -0.062 0.0067
H -2.2211 -1.3376 -4.1974 0.250 0.203 0.183 0.0021
H -3.1418 3.7765 0.6164 0.106 -0.150 0.000 0.0278
H 2.1387 -2.0709 -1.2710 0.135 -0.073 0.296 -0.0044
H -0.7749 1.0492 3.3281 -0.216 0.054 0.006 -0.0060
H 1.0795 -0.8040 -5.6605 -0.162 -0.126 0.274 -0.0019
H 1.8770 -2.0812 -4.7488 -0.242 0.322 -0.039 0.0036
H -2.1749 0.8797 -5.0443 0.461 -0.170 -0.082 0.0015
H 2.6706 3.4003 0.4613 -0.295 -0.310 0.003 0.0236
H -1.6395 2.6063 3.0869 -0.071 -0.328 0.099 -0.0039
H -0.3586 -2.6681 -0.8770 0.089 -0.210 0.238 0.0277
H 4.0840 1.9736 1.9426 -0.286 -0.270 -0.116 0.0090
H 0.5894 1.8166 -4.8549 -0.172 -0.104 0.252 0.0003
H -3.2576 -1.4371 3.1218 0.243 0.073 -0.126 0.0326
H 3.8128 0.5048 0.9315 0.116 0.086 0.254 -0.0041
H -0.1549 -2.6910 -3.7778 -0.180 0.317 0.027 0.0082
H -1.4609 3.6001 1.1609 -0.254 0.005 -0.146 0.0009
H 1.7609 2.3864 3.9567 0.082 0.315 -0.307 -0.0055
H -2.3648 -2.4396 1.9642 -0.042 0.214 0.178 -0.0010
H -0.1685 1.9466 -2.0227 0.127 -0.260 -0.222 0.0472
H -3.3275 0.4153 -2.4517 -0.082 0.134 0.095 0.0020
H 1.7666 0.3733 -1.6418 -0.308 0.036 -0.204 0.0436
H -2.5002 1.9680 -2.2479 -0.210 -0.043 0.141 0.0043
H 0.9557 -3.8158 2.8391 0.330 0.016 -0.154 -0.0001
H 2.3757 0.6770 -4.4369 -0.218 -0.084 0.216 0.0019
H 2.5739 -3.0934 2.7731 -0.147 -0.303 -0.114 -0.0004